[1]
The following is a DFT calculation (ωB97M-V/def2-TZVPD) of a molecular structure, C29H34BrGdN7S.

CARTESIAN COORDINATES (ANGSTROEM)
Gd: 0.1204 0.3168 0.2007
C: 0.0537 -4.1171 -1.4020
C: 0.3014 -2.6426 -1.2828
N: 0.4455 -2.0825 -0.0447
N: -0.0126 -2.8751 1.0130
C: -1.2367 -2.6786 1.5205
N: -1.6503 -3.5530 2.4501
S: -2.2154 -1.3819 1.0389
C: 0.4288 -1.8656 -2.3968
C: 0.3344 -2.3064 -3.7728
C: -0.1429 -1.4636 -4.7095
C: -0.6787 -0.1904 -4.2644
C: -0.3727 0.2784 -3.0533
N: 0.6101 -0.4206 -2.2474
H: -0.8693 -4.3855 -0.8843
H: 0.8718 -4.6852 -0.9509
H: -0.0515 -4.4293 -2.4353
H: 0.4797 -3.7340 1.2146
H: -1.0887 -4.3285 2.7569
H: -2.5324 -3.3843 2.9003
H: 0.6267 -3.3122 -4.0497
H: -0.2262 -1.7577 -5.7467
H: -1.3700 0.3591 -4.8938
H: -0.7340 1.2257 -2.6717
C: -4.2044 2.2954 -0.9304
C: -4.5766 2.8634 0.2781
C: -3.6633 2.8930 1.3129
C: -2.3827 2.3782 1.1288
N: -2.0336 1.8169 -0.0414
C: -2.9333 1.7742 -1.0321
C: -1.3960 2.3662 2.2524
C: -1.5438 3.2795 3.2995
C: -0.7326 3.2102 4.4212
C: 0.2333 2.2177 4.5074
C: 0.4130 1.3478 3.4405
C: -0.3687 1.4219 2.2974
H: -4.8862 2.2277 -1.7658
H: -5.5749 3.2584 0.4207
H: -3.9528 3.2802 2.2780
H: -2.6295 1.2711 -1.9408
H: -2.2901 4.0612 3.2383
H: -0.8582 3.9246 5.2247
H: 0.8578 2.1341 5.3880
H: 1.2060 0.6093 3.5135
N: 2.5520 -0.4729 1.2669
C: 3.8367 0.2775 1.2309
C: 3.6926 1.5543 0.4263
C: 2.9083 2.6485 1.1411
C: 2.1906 3.5478 0.1490
N: 0.9415 2.9027 -0.3453
H: 2.3530 -0.7788 2.2129
H: 2.6202 -1.3214 0.7169
H: 4.6105 -0.3528 0.7926
H: 4.1511 0.5043 2.2510
H: 3.1873 1.2985 -0.5071
H: 4.6788 1.9319 0.1429
H: 3.5751 3.2415 1.7716
H: 2.1604 2.2179 1.8113
H: 2.8370 3.7335 -0.7102
H: 1.9590 4.5158 0.5931
H: 0.7644 3.2099 -1.2956
H: 0.1646 3.2643 0.2012
Br: 6.3721 1.4619 -3.0825
C: 4.5939 0.8697 -2.8735
C: 4.3449 -0.3941 -2.3665
C: 3.0355 -0.8104 -2.1780
C: 1.9707 0.0237 -2.5009
C: 2.2367 1.2787 -3.0344
C: 3.5463 1.7052 -3.2166
H: 5.1678 -1.0537 -2.1219
H: 2.8331 -1.8059 -1.7998
H: 1.4266 1.9203 -3.3542
H: 3.7478 2.6806 -3.6408

Values from the calculation:
HOMO energy (spin up / spin down)   -9.718 / -9.739 eV
LUMO level (spin up / spin down)   -3.418 / -2.240 eV
2S+1   8
<S²>   16.033
Total charge   +1
Gap between HOMO and LUMO (spin up / spin down)   6.3 / 7.5 eV

***

[2]
The following is a DFT calculation (ωB97M-V/def2-TZVPD) of a molecular structure, C29H34N2O5SiZn.

CARTESIAN COORDINATES (ANGSTROEM)
Zn: -0.0534 1.6267 -1.8301
O: 4.8090 1.9067 -0.1987
C: 3.6737 1.3630 0.2564
O: 2.5805 1.8270 0.0580
C: 3.8585 0.0857 1.0800
O: 3.3565 -1.0172 0.3510
C: 4.3508 -1.9556 -0.0479
C: 5.6836 -1.3897 -0.6055
O: 6.6834 -2.0780 -0.3646
O: 5.6210 -0.3136 -1.2656
H: 5.2652 1.1302 -0.6780
H: 3.2838 0.2051 2.0058
H: 4.9108 -0.0684 1.3290
H: 3.8787 -2.5493 -0.8327
H: 4.6075 -2.6159 0.7882
C: -2.6063 -0.6977 -1.0010
Si: -3.3941 -0.8519 0.7129
C: -2.1423 -1.4702 2.0246
N: -0.7564 -1.4327 1.5779
C: 0.0452 -2.6400 1.7078
C: 1.2498 -2.4354 2.6381
C: 0.8415 -1.5464 3.8091
C: 0.4669 -0.1402 3.3090
C: -0.0331 -0.2092 1.8541
C: -4.0820 0.7860 1.3610
C: -5.1726 0.7989 2.2342
C: -5.6425 1.9814 2.7934
C: -5.0250 3.1843 2.4840
C: -3.9405 3.1943 1.6166
C: -3.4746 2.0102 1.0607
C: -4.8874 -2.0312 0.6985
C: -4.9403 -3.2614 1.3542
C: -6.0513 -4.0938 1.2573
C: -7.1412 -3.7087 0.4928
C: -7.1113 -2.4894 -0.1739
C: -6.0005 -1.6660 -0.0700
H: -2.9429 -1.5503 -1.6124
H: -1.5300 -0.8604 -0.8490
H: -2.3808 -2.4906 2.3364
H: -2.2931 -0.8532 2.9278
H: 0.3889 -2.9954 0.7279
H: -0.5892 -3.4281 2.1290
H: 2.0663 -1.9729 2.0802
H: 1.6110 -3.4083 2.9832
H: 1.6422 -1.4890 4.5513
H: -0.0199 -1.9998 4.3132
H: 1.3318 0.5280 3.3566
H: -0.2982 0.2954 3.9574
H: 0.8051 -0.1323 1.1575
H: -0.6811 0.6421 1.6316
H: -5.6756 -0.1314 2.4780
H: -6.4942 1.9611 3.4643
H: -5.3929 4.1117 2.9085
H: -3.4610 4.1307 1.3574
H: -2.6614 2.0274 0.3451
H: -4.1014 -3.5894 1.9570
H: -6.0607 -5.0446 1.7782
H: -8.0074 -4.3552 0.4104
H: -7.9514 -2.1798 -0.7845
H: -5.9905 -0.7272 -0.6142
N: -2.8286 0.6119 -1.5728
C: -3.7978 0.7584 -2.4664
C: -4.0489 2.0786 -2.9812
C: -5.0244 2.3418 -3.9091
C: -5.8559 1.3295 -4.4158
C: -5.6458 0.0430 -3.9362
C: -4.6695 -0.2516 -2.9959
H: -3.4144 2.8751 -2.6076
H: -5.1530 3.3647 -4.2530
H: -6.6228 1.5433 -5.1502
H: -6.2661 -0.7721 -4.3026
H: -4.5735 -1.2789 -2.6692

Values from the calculation:
HOMO energy   -0.877 eV
LUMO level   4.148 eV
Total charge   -2
Gap between HOMO and LUMO   5.0 eV
Relative energy (zero: lowest compared OMol25 entry of this formula, charge and spin)   0.740 eV

***

[3]
The following is a DFT calculation (ωB97M-V/def2-TZVPD) of a molecular structure, C29H34N3O2PPbSi.

CARTESIAN COORDINATES (ANGSTROEM)
Pb: -1.4617 -0.4143 -0.3434
O: 0.7149 -0.6890 0.1566
P: 1.7142 -1.5127 -0.6765
C: 1.2095 -1.4628 -2.3957
C: 0.6428 -2.5672 -3.0311
C: 0.1618 -2.4495 -4.3289
C: 0.2434 -1.2344 -4.9917
C: 0.8040 -0.1271 -4.3622
C: 1.2856 -0.2375 -3.0695
C: 3.3488 -0.8352 -0.5270
C: 4.2688 -0.9363 -1.5706
C: 5.5633 -0.4745 -1.3930
C: 5.9378 0.0887 -0.1811
C: 5.0224 0.1936 0.8593
C: 3.7291 -0.2697 0.6911
C: 1.6989 -3.2129 -0.1351
C: 2.5994 -4.1241 -0.6899
C: 2.5805 -5.4473 -0.2854
C: 1.6689 -5.8665 0.6774
C: 0.7806 -4.9626 1.2405
C: 0.7958 -3.6354 0.8360
H: 0.5854 -3.5214 -2.5223
H: -0.2668 -3.3109 -4.8228
H: -0.1219 -1.1487 -6.0064
H: 0.8788 0.8150 -4.8886
H: 1.7417 0.6206 -2.5876
H: 3.9776 -1.3662 -2.5216
H: 6.2793 -0.5515 -2.1998
H: 6.9489 0.4487 -0.0458
H: 5.3224 0.6321 1.8012
H: 3.0130 -0.1927 1.4999
H: 3.3197 -3.8033 -1.4340
H: 3.2787 -6.1522 -0.7154
H: 1.6587 -6.9010 0.9931
H: 0.0837 -5.2912 1.9997
H: 0.1231 -2.9220 1.2989
N: -3.2283 -0.4238 6.2266
C: -2.3963 -0.6380 5.4129
N: -1.4338 -0.8543 4.6110
C: -1.4832 -0.6557 3.3174
N: -1.4011 -0.5097 2.1755
C: -1.5866 5.9411 1.3000
Si: -0.2970 5.0757 0.2955
C: 1.4223 5.1686 0.9707
C: -0.3951 5.4438 -1.5334
C: -0.7736 3.2376 0.2637
C: -1.0273 2.0015 0.1387
H: -1.3291 7.0005 1.3710
H: -1.6419 5.5490 2.3162
H: -2.5722 5.8660 0.8399
H: 1.7588 6.2077 0.9519
H: 2.1214 4.5779 0.3782
H: 1.4649 4.8279 2.0060
H: -0.1743 6.5084 -1.6534
H: -1.3898 5.2625 -1.9394
H: 0.3407 4.8822 -2.1080
C: -4.2175 -2.4585 0.9675
C: -4.6042 -1.0590 1.3802
O: -4.0077 -0.1279 0.4698
C: -4.5523 1.1992 0.5647
C: -4.2199 1.8963 1.8672
H: -4.6912 -3.1891 1.6227
H: -3.1364 -2.6186 1.0394
H: -4.5335 -2.6648 -0.0545
H: -4.2730 -0.8433 2.4011
H: -5.6893 -0.9283 1.3519
H: -5.6337 1.1360 0.4186
H: -4.1411 1.7428 -0.2875
H: -4.7459 1.4588 2.7157
H: -4.5178 2.9435 1.8083
H: -3.1458 1.8650 2.0649

Values from the calculation:
HOMO energy (spin up / spin down)   -14.207 / -14.207 eV
LUMO level (spin up / spin down)   -9.442 / -9.431 eV
Total charge   +2
Gap between HOMO and LUMO (spin up / spin down)   4.8 / 4.8 eV

***

[4]
The following is a DFT calculation (ωB97M-V/def2-TZVPD) of 6 unconnected molecules or ions with the total composition C29H34O18 in a non-equilibrium geometry.

CARTESIAN COORDINATES (ANGSTROEM)
C: 1.0257 1.9748 3.0958
C: 1.7015 0.9578 2.1633
C: 2.1649 1.6175 0.8327
C: 3.6822 1.8060 0.7872
O: 4.3131 0.7100 0.1013
C: 5.1581 -0.0265 0.8843
C: 4.7881 -1.3000 1.2823
C: 5.6311 -2.0567 2.0883
C: 6.8403 -1.5261 2.5033
C: 7.2179 -0.2462 2.0825
C: 6.3926 0.5007 1.2645
C: 8.5297 0.2929 2.5566
O: 9.2431 0.9959 1.8830
C: 8.9152 -0.1564 3.9320
C: 8.5581 -1.3768 4.3243
C: 7.7634 -2.2568 3.4155
O: 7.8634 -3.4640 3.4384
H: 1.5396 2.9378 3.0705
H: 1.0405 1.6340 4.1329
H: -0.0201 2.1078 2.8172
H: 0.9784 0.1685 1.9535
H: 2.5515 0.5194 2.6885
H: 1.8756 0.9978 -0.0140
H: 1.6885 2.5953 0.7797
H: 4.0682 1.8899 1.8058
H: 3.9197 2.7432 0.2792
H: 3.8324 -1.7203 0.9991
H: 5.3447 -3.0516 2.4006
H: 6.7011 1.4820 0.9282
H: 9.4781 0.5230 4.5585
H: 8.8399 -1.7528 5.3008
O: 2.2730 4.8406 -0.8261
C: 1.1146 5.0771 -0.9511
O: 0.5550 6.2977 -0.7861
C: -0.8042 6.2345 -1.2368
C: -1.1169 4.7608 -1.0992
O: 0.1742 4.1594 -1.2713
H: -1.4398 6.8662 -0.6234
H: -0.8450 6.5772 -2.2724
H: -1.5008 4.5069 -0.1121
H: -1.8055 4.3940 -1.8540
O: -4.0682 4.9387 -0.3918
C: -4.5471 4.2984 -1.2751
O: -4.7743 2.9712 -1.2232
C: -5.5578 2.6012 -2.3694
C: -5.2311 3.7088 -3.3460
O: -4.9225 4.8056 -2.4709
H: -5.2730 1.6201 -2.7300
H: -6.6106 2.5913 -2.0817
H: -4.3523 3.4819 -3.9509
H: -6.0577 3.9697 -4.0003
O: 2.0187 -2.3250 5.8630
C: 3.1044 -2.7974 5.9290
O: 3.8884 -3.0864 4.8606
C: 5.1960 -3.4201 5.3358
C: 4.9149 -3.8697 6.7546
O: 3.7377 -3.1255 7.0821
H: 5.6423 -4.1929 4.7157
H: 5.8209 -2.5260 5.2989
H: 4.6869 -4.9351 6.8164
H: 5.7158 -3.6338 7.4504
O: -5.2003 0.2595 -4.6809
C: -5.2003 -0.8080 -4.1484
O: -4.9043 -1.9699 -4.7510
C: -4.7863 -2.9854 -3.7452
C: -5.6157 -2.4111 -2.6173
O: -5.5008 -0.9991 -2.8411
H: -5.1645 -3.9341 -4.1116
H: -3.7331 -3.0865 -3.4755
H: -6.6691 -2.6880 -2.6929
H: -5.2460 -2.6695 -1.6286
O: -6.3373 -4.6182 -5.6530
C: -7.5007 -4.3924 -5.7576
O: -8.0591 -3.1719 -5.5890
C: -9.4240 -3.2395 -6.0181
C: -9.7306 -4.7167 -5.8702
O: -8.4419 -5.3130 -6.0551
H: -10.0460 -2.6019 -5.3960
H: -9.4810 -2.9010 -7.0535
H: -10.0934 -4.9705 -4.8728
H: -10.4285 -5.0925 -6.6130

Values from the calculation:
SMILES   CCCCOc1ccc2c(c1)C(=O)C=CC2=O.O=C1OCCO1.O=C1OCCO1.O=C1OCCO1.O=C1OCCO1.O=C1OCCO1
HOMO energy   -9.210 eV
LUMO level   -0.833 eV
Gap between HOMO and LUMO   8.4 eV

***

[5]
The following is a DFT calculation (ωB97M-V/def2-TZVPD) of 2 unconnected molecules or ions with the total composition C29H35F3NO7 in a non-equilibrium geometry.

CARTESIAN COORDINATES (ANGSTROEM)
C: -4.3572 -1.5092 -1.9447
C: -3.5772 -1.1186 -0.6868
C: -3.4236 0.4035 -0.6993
C: -4.4173 -1.4940 0.5380
C: -2.2063 -1.8393 -0.6364
C: -1.0313 -1.1588 -0.5112
C: 0.2588 -1.7799 -0.4267
C: 1.3302 -0.8925 -0.2268
C: 2.7491 -1.1701 -0.3605
F: 3.4952 -0.0028 -0.3300
F: 3.2621 -1.9772 0.6399
F: 3.0781 -1.7877 -1.5546
C: 0.2898 -3.2187 -0.5346
C: -0.8467 -3.9828 -0.6395
C: -0.8297 -5.5407 -0.6836
C: -1.5381 -6.1211 0.5499
C: 0.6046 -6.0606 -0.6967
C: -1.5344 -6.0661 -1.9429
C: -2.1615 -3.3146 -0.6629
O: -3.2257 -3.9790 -0.6904
H: -4.5836 -2.5773 -1.9333
H: -5.2960 -0.9445 -1.9798
H: -3.7730 -1.2686 -2.8387
H: -2.9423 0.7766 0.2155
H: -2.8549 0.7442 -1.5750
H: -4.4250 0.8542 -0.7529
H: -3.8711 -1.2540 1.4568
H: -5.3529 -0.9231 0.5283
H: -4.6470 -2.5623 0.5206
H: -1.0064 -0.0696 -0.4671
H: 1.1061 0.1176 0.0533
H: 1.2699 -3.6938 -0.5068
H: -2.5827 -5.7995 0.5729
H: -1.5103 -7.2183 0.5307
H: -1.0358 -5.7792 1.4618
H: 1.1325 -5.6933 -1.5846
H: 1.1372 -5.7453 0.2077
H: 0.6103 -7.1579 -0.7273
H: -1.0260 -5.6888 -2.8370
H: -1.5072 -7.1633 -1.9681
H: -2.5787 -5.7445 -1.9584
C: -1.7030 2.4559 3.1157
C: -0.2676 2.0271 3.1055
O: 0.2290 2.4026 1.8105
C: 1.4587 1.9509 1.5096
C: 2.0558 2.5961 0.3109
C: 1.2391 3.2038 -0.7765
O: 1.7017 3.5844 -1.8581
O: -0.0851 3.3484 -0.5468
C: -0.6871 4.2989 -1.4539
C: -2.1644 4.2751 -1.2010
C: 3.3807 3.1093 0.4614
C: 4.0432 3.8009 -0.6119
C: 5.1689 4.5707 -0.4182
C: 5.7784 4.6261 0.8459
N: 7.0429 5.2610 0.9891
O: 7.6317 5.1972 2.0907
O: 7.5289 5.8419 -0.0086
C: 5.2191 3.8921 1.9090
C: 4.0817 3.1239 1.7247
O: 1.9956 1.0611 2.1667
H: -2.1871 2.0950 4.0248
H: -1.7694 3.5495 3.0904
H: -2.2258 2.0589 2.2372
H: 0.3115 2.5541 3.8748
H: -0.1717 0.9474 3.2665
H: -0.2688 5.2904 -1.2318
H: -0.4554 4.0543 -2.4969
H: -2.6653 4.8540 -1.9786
H: -2.5659 3.2577 -1.2295
H: -2.4152 4.7368 -0.2399
H: 3.5946 3.7720 -1.6013
H: 5.6073 5.1255 -1.2388
H: 5.7073 3.9205 2.8751
H: 3.6734 2.5573 2.5645

Values from the calculation:
HOMO energy   -4.111 eV
LUMO level   0.473 eV
Total charge   -1
Gap between HOMO and LUMO   4.6 eV

***

[6]
The following is a DFT calculation (ωB97M-V/def2-TZVPD) of a molecular structure, C29H36AsN3O5PS2V in a non-equilibrium geometry.

CARTESIAN COORDINATES (ANGSTROEM)
V: 0.0517 0.9146 0.5135
S: 2.1758 1.1008 0.0825
C: 2.4933 1.6983 -1.5522
C: 3.8282 1.7467 -1.9436
C: 4.1670 2.1366 -3.2242
C: 3.1760 2.5024 -4.1226
C: 1.8515 2.4983 -3.7212
C: 1.4840 2.0879 -2.4415
As: -0.3807 2.0688 -1.8487
C: -0.8931 0.2683 -2.4006
C: -2.1577 -0.1696 -2.0108
C: -2.5749 -1.4599 -2.2841
C: -1.7237 -2.3323 -2.9483
C: -0.4680 -1.9044 -3.3477
C: -0.0543 -0.6096 -3.0761
C: -1.1769 3.0779 -3.3704
C: -1.8034 2.4751 -4.4560
C: -2.2456 3.2520 -5.5162
C: -2.0745 4.6262 -5.4929
C: -1.4879 5.2348 -4.3953
C: -1.0504 4.4645 -3.3340
H: 4.5895 1.4619 -1.2305
H: 5.2052 2.1574 -3.5199
H: 3.4316 2.7889 -5.1322
H: 1.0763 2.8127 -4.4092
H: -2.8202 0.5262 -1.4983
H: -3.5620 -1.7879 -1.9899
H: -2.0449 -3.3390 -3.1635
H: 0.1842 -2.5776 -3.8830
H: 0.9267 -0.2775 -3.4011
H: -1.9289 1.3980 -4.4812
H: -2.7077 2.7788 -6.3700
H: -2.4051 5.2231 -6.3293
H: -1.3647 6.3074 -4.3746
H: -0.5820 4.9275 -2.4667
C: 0.9054 1.4091 3.4186
P: -0.4748 2.4770 2.8870
C: 0.0170 4.1940 3.2420
C: -1.9475 2.0215 3.8608
O: -0.7802 2.3718 1.4148
H: 1.0843 1.5365 4.4830
H: 1.8038 1.6991 2.8660
H: 0.6903 0.3538 3.2166
H: 0.2980 4.3242 4.2829
H: -0.8089 4.8594 2.9961
H: 0.8664 4.4287 2.5977
H: -1.7952 2.2452 4.9124
H: -2.1501 0.9556 3.7406
H: -2.8023 2.5879 3.4901
C: 1.0951 -3.6654 6.0137
C: 1.7911 -3.6141 4.6733
S: 0.6333 -3.1695 3.3241
O: -0.7337 -3.2271 3.7477
O: 1.0435 -1.8960 2.7632
C: 0.9272 -4.4722 2.0505
C: -0.1486 -4.4450 0.9683
N: -0.5601 -3.0885 0.6881
C: 0.2390 -2.0923 0.2321
N: -0.3483 -0.9156 0.3957
C: -1.5531 -1.1348 0.9815
C: -1.7012 -2.4858 1.1812
N: -2.8284 -3.1239 1.7382
O: -3.6581 -2.3800 2.2315
O: -2.9213 -4.3393 1.6633
C: 1.5884 -2.2578 -0.3523
H: 1.8021 -3.9427 6.7906
H: 0.2887 -4.3902 6.0005
H: 0.6694 -2.6982 6.2644
H: 2.2074 -4.5806 4.4016
H: 2.5721 -2.8598 4.6428
H: 0.9011 -5.4240 2.5692
H: 1.9226 -4.2751 1.6623
H: -1.0380 -4.9859 1.3100
H: 0.2183 -4.9056 0.0475
H: -2.2472 -0.3434 1.2250
H: 1.7511 -3.2677 -0.7185
H: 2.3345 -2.0138 0.4076
H: 1.7124 -1.5471 -1.1715

Values from the calculation:
HOMO energy (spin up / spin down)   -9.607 / -9.088 eV
LUMO level (spin up / spin down)   -3.073 / -3.061 eV
2S+1   2
<S²>   0.790
Total charge   +1
Gap between HOMO and LUMO (spin up / spin down)   6.5 / 6.0 eV
Relative energy (zero: lowest compared OMol25 entry of this formula, charge and spin)   0.648 eV

***

Computed molar mass (g/mol) in order:
749.86; 584.08; 722.87; 670.57; 566.59; 727.60
Computed E (eV) in order:
-142763.380; -100138.670; -61586.014; -67478.885; -54615.183; -162843.209